Record 1
{"formula": "CH4N5", "method": "ωB97M-V/def2-TZVPD", "elements": ["C", "H", "N", "H", "N", "N", "H", "N", "H", "N"], "coordinates": [[0.012179, -0.887600, -1.276460], [0.141338, -1.864554, -1.715412], [0.444524, -0.146800, 2.393320], [-0.883726, -0.355784, -1.106718], [0.296672, 1.955617, 2.474561], [0.569895, 0.841543, 3.212268], [0.116876, 2.839764, 2.923748], [0.011386, 1.653816, 1.242829], [0.972945, -0.284819, -1.230074], [0.163455, 0.351243, 1.209421]], "forces_ev_per_a": [[2.948, 1.764, -0.322], [-0.478, -0.674, 0.572], [0.727, 1.137, 0.536], [-1.109, 0.169, 0.232], [-0.004, -2.304, 0.680], [-0.597, 0.870, -0.346], [0.198, 0.374, -0.093], [0.473, -0.874, 0.261], [-1.344, -0.692, 0.093], [-0.815, 0.229, -1.613]], "mulliken_charge": [-0.01, 0.32, -0.24, 0.31, 0.32, -0.14, 0.30, -0.34, 0.30, 0.18], "e_homo_ev": -16.36, "gap_ev": 7.635, "spin_multiplicity": 1, "total_charge": 1}


Record 2
{"formula": "C7H13NO2", "method": "ωB97M-V/def2-TZVPD", "elements": ["H", "C", "H", "H", "C", "C", "N", "C", "H", "H", "H", "H", "H", "H", "H", "O", "C", "H", "O", "C", "H", "C", "H"], "coordinates": [[-3.011927, -0.512357, 0.864427], [-2.352462, -0.702495, 0.015257], [-0.892482, -2.048350, 1.114486], [-0.022898, 1.187022, -2.816106], [-1.978154, 0.567227, -0.761434], [1.256245, 1.349471, 2.069773], [-0.008049, -0.542222, 0.069891], [-0.422864, 0.547785, -0.788059], [-2.381888, 0.563702, -1.773053], [1.864091, -1.294154, 1.430819], [2.216050, 2.727639, 1.139236], [-0.297394, -0.554179, -2.640143], [3.434739, -1.003157, 2.243820], [1.900003, -0.839018, 3.153677], [-2.827010, -1.461657, -0.614244], [1.363812, 2.549930, 1.598073], [2.387647, -0.704567, 2.186478], [1.228771, 0.154089, -2.107028], [2.370145, 0.654296, 1.798235], [0.157751, 0.322343, -2.182939], [-2.338158, 1.458282, -0.249748], [-1.008146, -1.186924, 0.475485], [-0.007978, 1.472198, -0.374473]], "forces_ev_per_a": [[-0.050, -0.041, -0.057], [-0.107, -0.005, -0.060], [0.069, -0.261, 0.187], [-0.033, 0.068, -0.113], [0.215, 0.078, 0.013], [0.915, -1.320, 0.080], [0.542, -0.291, 0.232], [-0.209, 0.401, -0.473], [-0.059, 0.055, 0.017], [0.053, -0.025, 0.111], [-0.751, -0.558, 0.592], [-0.039, -0.099, -0.084], [-0.112, 0.010, 0.043], [0.117, 0.013, 0.063], [-0.051, 0.029, 0.101], [-0.625, 3.738, -1.085], [0.015, -0.494, -0.169], [0.113, 0.000, -0.061], [0.486, -1.302, 0.476], [-0.048, 0.103, 0.314], [-0.052, 0.009, -0.045], [-0.356, -0.034, -0.035], [-0.034, -0.077, -0.046]], "mulliken_charge": [0.29, -0.55, 0.44, 0.39, -0.70, 0.18, -0.39, 0.63, 0.31, 0.20, 0.34, 0.36, 0.25, 0.29, 0.27, -0.48, -0.53, 0.38, -0.27, -1.59, 0.30, -0.26, 0.13], "e_homo_ev": [-5.59, -9.75], "gap_ev": [6.568, 8.704], "spin_multiplicity": 3, "total_charge": 0}


Record 3
{"formula": "C32H26AuF6N2O3", "method": "ωB97M-V/def2-TZVPD", "elements": ["C", "H", "C", "C", "F", "H", "C", "C", "F", "C", "H", "C", "H", "N", "C", "C", "H", "Au", "C", "H", "C", "H", "N", "H", "H", "C", "C", "H", "O", "H", "C", "H", "H", "H", "H", "F", "C", "C", "C", "H", "C", "H", "C", "F", "F", "C", "O", "C", "H", "C", "F", "C", "H", "H", "H", "H", "C", "C", "C", "H", "C", "C", "C", "H", "O", "C", "C", "C", "H", "H"], "coordinates": [[3.034102, -0.794327, 1.141669], [4.200095, -0.454943, -1.551273], [5.012127, 1.529998, -1.555522], [1.821491, 3.685395, 2.485090], [-4.536700, 2.406711, -1.766315], [3.185472, 4.370814, -1.416184], [0.902486, 1.435580, 2.542540], [4.736534, 2.888210, -1.513931], [-5.222846, 2.966471, 0.205557], [-0.983430, -2.974986, 2.594878], [0.398299, 1.153327, -2.897946], [2.372293, 3.537791, 3.762391], [1.357154, 2.726269, -1.350848], [0.184286, 0.468976, 1.879800], [2.416651, -3.066320, 0.630394], [0.427150, 0.262032, -2.284567], [3.015537, 0.264016, 0.923117], [-0.247396, 0.645842, -0.293620], [-1.776681, -2.706593, 0.016295], [4.048896, -2.907776, 3.591388], [3.145818, 4.586610, 4.462375], [-0.643432, -3.041309, 3.620947], [-1.139602, -1.682330, 0.567028], [5.542554, 3.610922, -1.526817], [6.037282, 1.184689, -1.606972], [-4.338528, 2.179550, -0.460161], [-2.768217, 2.046797, 1.470737], [-0.199326, -0.559592, -2.613931], [-2.097598, 1.646396, -0.844791], [1.377653, 0.363481, 4.375412], [3.611338, -1.228077, 2.319619], [1.957780, 4.592912, 1.903747], [-2.904775, 0.971787, 1.578367], [-2.082326, -2.564004, -1.017083], [4.055438, -0.500147, 2.987600], [-2.677295, 4.337870, -1.445197], [1.473579, 1.289636, 3.829201], [1.110494, 2.668677, 1.892879], [-1.632723, -4.020378, 1.997414], [-2.581400, -4.692376, 0.157192], [3.416093, 3.313228, -1.449551], [1.131034, -2.103020, -1.395447], [2.188114, 2.314547, 4.409479], [-4.709663, 0.908481, -0.221938], [-1.189888, 4.076521, 0.096269], [-2.055303, -3.896925, 0.665768], [3.800478, 4.402396, 5.456540], [1.550378, 0.002433, -1.469470], [0.691855, 2.802644, 0.905654], [2.651927, 1.018884, -1.444456], [-3.183022, 4.724510, 0.621479], [2.995152, -3.493183, 1.809797], [1.920051, -3.779975, -0.017519], [0.210027, -0.856498, 3.514024], [2.961017, -4.542886, 2.075150], [-3.510722, 2.573933, 2.070432], [2.424603, -1.707934, 0.257684], [-0.084228, -0.696880, 2.483822], [-0.743541, -1.782314, 1.861383], [-1.772558, 2.299911, 1.832049], [2.385483, 2.388202, -1.414652], [-2.868788, 2.394367, -0.019235], [3.979062, 0.604905, -1.525327], [2.524075, 5.844018, 3.165033], [3.140263, 5.829139, 3.905474], [3.601101, -2.576799, 2.662684], [-2.495574, 3.889471, -0.194155], [1.738533, -1.328923, -0.939271], [-1.819215, -4.933338, 2.550620], [2.626623, 2.184280, 5.390201]], "forces_ev_per_a": [[-0.020, -0.011, 0.033], [0.001, 0.007, -0.004], [0.015, -0.026, -0.002], [-0.037, 0.002, -0.061], [-0.007, -0.024, 0.048], [0.000, 0.003, 0.002], [-0.080, -0.067, -0.071], [-0.019, 0.029, 0.006], [0.030, -0.033, -0.025], [0.010, 0.036, -0.030], [0.024, -0.027, -0.031], [-0.016, 0.049, 0.111], [0.020, 0.000, 0.010], [0.040, 0.046, 0.091], [0.015, -0.042, 0.041], [-0.103, 0.096, -0.057], [-0.005, -0.009, 0.023], [0.071, -0.008, -0.078], [0.029, 0.021, -0.059], [0.002, 0.004, 0.001], [0.252, -0.119, -0.183], [0.003, 0.009, 0.007], [-0.085, -0.016, 0.132], [0.003, -0.002, 0.000], [0.003, 0.001, -0.001], [-0.052, 0.024, -0.003], [-0.014, 0.025, 0.024], [0.033, -0.025, -0.020], [-0.015, 0.030, 0.054], [0.009, -0.005, -0.002], [0.005, -0.012, -0.003], [-0.001, 0.000, 0.009], [0.009, -0.007, -0.021], [-0.015, -0.001, 0.001], [-0.001, -0.002, 0.008], [0.007, 0.004, 0.017], [0.019, 0.009, 0.010], [0.044, 0.017, 0.083], [-0.015, -0.033, -0.009], [0.000, -0.006, -0.004], [0.026, -0.009, -0.005], [-0.018, 0.010, 0.008], [-0.035, -0.003, -0.046], [0.000, 0.042, -0.009], [-0.045, -0.005, -0.019], [0.017, -0.002, 0.014], [-0.106, 0.051, 0.060], [0.085, -0.063, 0.114], [-0.012, 0.004, -0.030], [-0.010, 0.043, -0.017], [0.028, -0.024, -0.032], [-0.023, -0.002, -0.039], [-0.003, -0.002, 0.000], [-0.012, -0.006, 0.001], [0.002, -0.002, -0.001], [0.002, 0.003, 0.003], [-0.027, 0.023, -0.091], [0.005, 0.015, -0.024], [-0.009, -0.032, -0.003], [0.000, 0.003, -0.004], [-0.030, -0.028, -0.029], [-0.005, -0.076, -0.016], [0.016, 0.000, -0.034], [-0.016, 0.010, -0.005], [-0.056, 0.016, 0.069], [0.025, 0.016, 0.039], [-0.011, 0.051, 0.027], [0.048, 0.019, 0.018], [-0.001, -0.002, -0.004], [0.004, 0.007, 0.008]], "mulliken_charge": [0.09, 0.48, -0.89, -1.27, -0.25, 0.43, 0.34, -0.44, -0.29, -1.16, 0.33, 1.10, 0.27, 0.39, -0.70, -1.93, 0.47, 2.10, -0.42, 0.40, 0.52, 0.41, 0.23, 0.38, 0.39, 0.51, -1.91, 0.43, -1.26, 0.30, -0.73, 0.08, 0.41, 0.42, 0.43, -0.29, -0.79, 0.21, -0.33, 0.41, -0.86, 0.20, -1.19, -0.27, -0.11, -0.85, -0.61, 0.72, 0.29, 0.79, -0.32, -0.62, 0.36, 0.05, 0.38, 0.49, 1.51, -0.39, 0.25, 0.19, -0.26, 1.63, 0.20, 0.30, -0.52, -0.75, 0.31, -1.61, 0.40, 0.42], "e_homo_ev": [-3.19, -5.50], "gap_ev": [5.816, 7.268], "spin_multiplicity": 3, "total_charge": -1}


Record 4
{"formula": "C3H5NO2", "method": "ωB97M-V/def2-TZVPD", "elements": ["C", "H", "H", "C", "H", "H", "O", "H", "O", "C", "N"], "coordinates": [[1.494572, 1.153274, -0.279162], [-1.542381, -1.972716, -2.798338], [-0.687619, 1.245308, 1.649704], [-0.757217, 0.141689, 1.742515], [0.167940, -0.372878, 2.065765], [1.988613, 0.628093, 0.562833], [1.617485, 0.797374, -1.420704], [0.882080, 2.035345, -0.000913], [-1.777586, -0.448638, 1.506633], [-0.376127, -1.475368, -1.038847], [-1.009760, -1.731482, -1.989487]], "forces_ev_per_a": [[0.091, -0.028, -0.363], [0.029, 0.044, 0.052], [-0.069, -0.112, 0.019], [-0.373, -0.162, -0.032], [-0.138, -0.055, -0.043], [-0.021, -0.013, -0.154], [0.030, 0.257, 0.490], [0.063, -0.081, -0.113], [0.396, 0.310, 0.229], [-0.492, -0.314, -0.804], [0.483, 0.155, 0.719]], "mulliken_charge": [-0.08, 0.28, 0.21, -0.07, 0.25, 0.25, -0.38, 0.22, -0.39, -0.11, -0.17], "e_homo_ev": -10.03, "gap_ev": 10.449, "spin_multiplicity": 1, "total_charge": 0}


Record 5
{"formula": "C6H9N", "method": "ωB97M-V/def2-TZVPD", "elements": ["C", "H", "C", "C", "C", "H", "H", "C", "H", "H", "C", "H", "H", "H", "H", "N"], "coordinates": [[0.469210, -0.205572, 0.006258], [0.128454, 0.528409, -2.109665], [-0.260117, 1.110316, 0.084842], [-0.904737, -0.949524, 0.042468], [0.560645, 0.747981, -1.133346], [0.015793, 1.961237, 0.698511], [1.122834, -0.787894, 1.944249], [1.553804, -0.643152, 0.944367], [2.331054, 0.123828, 1.029378], [-1.598954, -0.143189, -1.778739], [-1.602906, 0.345381, 0.236576], [2.023721, -1.585280, 0.641176], [-1.044864, -1.914261, 0.519474], [-2.363816, 0.605371, 0.964454], [1.494190, 1.302016, -1.205229], [-1.924318, -0.495671, -0.884774]], "forces_ev_per_a": [[0.134, -0.056, 0.057], [0.052, 0.067, 0.196], [-0.037, 0.233, 0.149], [0.062, -0.254, 0.191], [0.049, -0.031, -0.159], [-0.054, -0.146, -0.068], [0.111, -0.022, -0.143], [0.034, 0.009, -0.014], [-0.083, -0.118, -0.056], [0.049, -0.076, 0.075], [-0.174, 0.143, 0.149], [-0.047, 0.111, -0.016], [0.013, 0.166, -0.011], [0.035, 0.031, -0.203], [-0.149, -0.089, 0.056], [0.005, 0.034, -0.205]], "mulliken_charge": [1.26, 0.17, -0.19, -0.62, -1.08, 0.42, 0.33, -1.44, 0.33, 0.26, -0.25, 0.35, 0.43, 0.38, 0.27, -0.62], "e_homo_ev": -8.50, "smiles": "C[C@]12C[C@H]1[C@H]1N[C@H]12", "gap_ev": 9.599, "spin_multiplicity": 1, "total_charge": 0}


Record 6
{"formula": "C4H11N2O", "method": "ωB97M-V/def2-TZVPD", "elements": ["C", "H", "C", "C", "H", "H", "N", "H", "H", "N", "H", "H", "H", "C", "H", "H", "O", "H"], "coordinates": [[0.453718, -0.815842, 0.450992], [-0.500908, -1.168638, -1.380920], [-2.163148, 0.539898, -1.556692], [-0.596442, 0.715385, -1.194927], [1.475236, 1.102744, 0.923979], [2.005388, -1.284295, 2.634681], [1.886271, -0.283010, 2.478758], [-2.757897, 1.034090, -0.772142], [2.305485, -0.029586, 0.270198], [0.214405, -0.496014, -1.028653], [1.084006, -0.042679, 3.075945], [-0.556380, 1.391549, -0.313809], [-0.493171, -0.574160, 0.949221], [1.593405, 0.032772, 1.107344], [-0.038116, 1.267840, -1.966477], [-2.260243, 1.218827, -2.504778], [-2.420140, -0.757226, -1.686268], [0.768530, -1.851653, 0.513547]], "forces_ev_per_a": [[-0.689, 1.581, -1.091], [0.443, -0.116, 0.376], [1.871, -0.330, -0.714], [0.623, 1.803, 0.228], [-0.841, 0.119, 0.588], [0.196, -0.171, -0.169], [0.324, 0.005, 0.201], [-0.165, 0.369, 0.296], [1.183, -0.652, 1.016], [-0.639, -0.519, 1.347], [0.134, 0.203, -0.168], [0.262, -0.486, -0.069], [0.049, -0.666, 0.422], [-0.829, -0.073, -2.335], [-0.573, 0.301, -0.245], [-0.318, -0.585, 0.613], [-0.730, -0.503, -0.550], [-0.302, -0.279, 0.253]], "mulliken_charge": [-0.47, 0.27, -0.20, -0.65, -0.01, 1.70, -2.51, 0.16, 0.41, -0.51, 1.57, 0.16, 0.19, -2.76, 0.44, 0.13, -0.94, 1.03], "e_homo_ev": [4.02, -0.23], "gap_ev": [3.015, 7.219], "spin_multiplicity": 2, "total_charge": -2}


Record 7
{"formula": "C9H10O3", "method": "ωB97M-V/def2-TZVPD", "elements": ["C", "C", "C", "H", "H", "C", "H", "H", "C", "H", "H", "O", "O", "H", "H", "H", "C", "O", "C", "C", "H", "C"], "coordinates": [[2.061915, -0.039855, 2.543359], [-1.893965, -1.101521, -1.878571], [0.820371, -0.956522, 1.989250], [0.670023, -0.393666, -2.626858], [0.053200, -1.171659, -0.686035], [-0.497837, -0.206903, 1.288588], [0.514651, 3.532718, 1.648631], [2.808707, 2.276763, 2.793115], [1.919236, 1.608462, 2.383873], [-0.308674, -0.678194, -4.219445], [-1.016240, -2.728346, -0.372860], [-1.498561, 0.145183, -2.552108], [-1.646060, -0.982962, 0.725219], [2.991931, -0.584281, 3.000871], [0.092453, 1.122816, -3.587924], [-1.611606, 1.895061, 0.692009], [-0.625453, 1.448180, 1.171786], [-2.930763, -1.862984, -2.277213], [-1.058406, -1.567913, -0.525381], [0.611367, 2.363670, 1.740557], [0.763200, -2.134618, 2.016227], [-0.219487, 0.016569, -3.267088]], "forces_ev_per_a": [[-4.328, 1.636, -2.307], [-4.640, -3.581, -1.375], [-0.677, 3.953, -0.646], [-1.834, 0.700, -0.864], [-2.476, -0.885, 0.498], [1.784, 2.829, 1.557], [0.448, -2.685, 0.321], [-2.142, -1.600, -1.002], [-2.228, -1.673, -0.775], [-0.058, 1.507, 1.944], [-0.458, 2.255, -0.749], [0.183, -3.398, 1.017], [4.312, 1.225, -0.730], [-2.001, 1.428, -0.958], [-0.900, -2.557, 0.663], [2.409, -1.033, 1.140], [3.314, -2.244, 1.734], [6.768, 5.453, 2.257], [0.913, 0.082, -0.870], [-0.141, -4.679, 0.018], [0.367, 2.720, 0.075], [1.384, 0.546, -0.945]], "mulliken_charge": [-0.36, 0.46, -0.18, 0.26, 0.27, 0.25, 0.28, 0.27, -0.34, 0.26, 0.27, -0.25, -0.36, 0.30, 0.22, 0.30, -0.21, -0.51, -0.28, -0.37, 0.29, -0.57], "e_homo_ev": -8.64, "smiles": "COC(=O)COc1ccccc1", "gap_ev": 8.568, "spin_multiplicity": 1, "total_charge": 0}